Entry from the OMol25 dataset: a 9-piece molecular cluster, C36H72O27 overall in a non-equilibrium geometry (the ωB97M-V functional and the def2-TZVPD basis).

Properties
- frontier orbital gap (spin up / spin down) (eV) = 9.33 / 1.38
- net charge = +1
- 2S+1 = 2
- E_tot (hartree) = -3445.91070
- ΔE to the lowest compared entry with this formula, charge and spin (kcal per mole) = 20.4

Each line ends with the Löwdin spin population.
Element x y z (Å)
1 C 4.18084 0.67307 -1.91982  0.00
2 C 3.35712 1.80034 -2.54698  0.00
3 O 3.10195 1.53532 -3.88935  0.00
4 C 2.65086 2.45444 -4.85896  0.00
5 O 2.25367 2.19607 -6.01707  0.00
6 O 2.67571 3.75183 -4.35097  0.00
7 C 2.32667 4.92720 -5.16770  0.00
8 H 3.65776 -0.27059 -1.76494  0.00
9 H 4.45526 1.04886 -0.93414  0.00
10 H 5.12426 0.59002 -2.45942  0.00
11 H 3.98388 2.69076 -2.49778  0.00
12 H 2.38483 1.99925 -2.09622  0.00
13 H 1.25453 5.08583 -5.28364  0.00
14 H 2.81304 4.94341 -6.14304  0.00
15 H 2.78006 5.77611 -4.65596  0.00
16 C -4.33218 5.06831 -1.00533  0.00
17 C -4.56011 5.29525 0.46663  0.00
18 O -4.47915 4.00448 1.12466  0.01
19 C -5.42959 3.68925 2.05522  0.00
20 O -6.42969 4.36345 2.44200  0.04
21 O -5.07779 2.43487 2.50698  0.20
22 C -6.05420 1.65426 3.24556  0.04
23 H -5.12183 4.42819 -1.39877  0.00
24 H -3.41775 4.47531 -0.98860  0.00
25 H -4.13054 5.98145 -1.56533  0.00
26 H -5.50869 5.82126 0.57439  0.00
27 H -3.81117 5.94408 0.92075  0.00
28 H -5.70574 0.62902 3.37027  0.00
29 H -6.97088 1.69509 2.65723  0.01
30 H -6.23362 2.06390 4.23960  0.02
31 C -4.65409 3.74739 5.71873  0.04
32 C -3.30475 3.69304 4.98011  0.12
33 O -2.22220 3.13517 5.73047  0.31
34 C -0.98302 3.13990 5.09601  0.00
35 O -0.79232 3.62840 3.99537  0.04
36 O -0.13830 2.48235 5.81743  0.01
37 C 1.03842 1.97196 5.22362  0.00
38 H -5.46667 4.31599 5.26651  0.00
39 H -4.57484 4.00327 6.77530  0.01
40 H -5.15118 2.77922 5.77903  0.02
41 H -3.03884 4.72799 4.76500  0.06
42 H -3.40232 3.19439 4.01578  0.05
43 H 1.49473 2.79642 4.67577  0.00
44 H 0.92802 1.13862 4.52975  0.00
45 H 1.71666 1.62784 6.00444  0.00
46 C -2.72227 -1.78471 4.73024  0.00
47 C -3.14550 -0.62241 5.67085  0.00
48 O -4.08674 -1.11392 6.54676  0.00
49 C -5.36203 -1.25702 6.12603  0.00
50 O -5.78629 -0.96742 4.98251  0.00
51 O -6.10084 -1.53454 7.23172  0.00
52 C -7.37538 -2.14058 7.21340  0.00
53 H -3.58320 -2.00922 4.10057  0.00
54 H -2.33355 -2.55431 5.39712  0.00
55 H -1.90082 -1.32364 4.18185  0.00
56 H -3.47074 0.24303 5.09351  0.00
57 H -2.26895 -0.34752 6.25753  0.00
58 H -7.15442 -3.20647 7.15705  0.00
59 H -7.99459 -1.83638 6.36953  0.00
60 H -7.95959 -1.96928 8.11753  0.00
61 C 4.61633 -10.18491 -4.36410  0.00
62 C 3.15338 -9.84597 -4.69177  0.00
63 O 2.98800 -8.51032 -4.19388  0.00
64 C 1.82706 -7.93421 -4.29211  0.00
65 O 0.77848 -8.44719 -4.63072  0.00
66 O 1.94865 -6.70327 -3.81124  0.00
67 C 0.81131 -5.91900 -3.57795  0.00
68 H 4.89810 -9.86958 -3.35948  0.00
69 H 5.29164 -9.55135 -4.93913  0.00
70 H 4.94494 -11.20638 -4.55571  0.00
71 H 2.60382 -10.53798 -4.05365  0.00
72 H 2.74977 -9.91428 -5.70199  0.00
73 H 1.14932 -5.11632 -2.92254  0.00
74 H 0.05743 -6.48078 -3.02642  0.00
75 H 0.42165 -5.35749 -4.42705  0.00
76 C -2.16321 -0.56918 -8.05479  0.00
77 C -0.86817 0.07861 -7.63750  0.00
78 O -0.81382 0.13664 -6.20509  0.00
79 C -0.95409 1.27300 -5.63769  0.00
80 O -1.44398 2.32464 -6.12938  0.00
81 O -0.89274 1.00147 -4.28742  0.00
82 C -1.13161 2.08135 -3.38459  0.00
83 H -2.03257 -0.76168 -9.11968  0.00
84 H -2.97674 0.14863 -7.94978  0.00
85 H -2.36363 -1.59399 -7.74223  0.00
86 H -0.80690 1.06411 -8.09917  0.00
87 H 0.04797 -0.47609 -7.84027  0.00
88 H -2.17922 2.35693 -3.26347  0.00
89 H -0.67763 3.04611 -3.61091  0.00
90 H -0.84689 1.60227 -2.44783  0.00
91 C 5.52496 -9.52297 0.60457  0.00
92 C 5.33944 -8.14076 1.19232  0.00
93 O 4.03587 -7.74305 0.83695  0.00
94 C 3.56465 -6.52174 1.14240  0.00
95 O 4.23968 -5.63322 1.64712  0.00
96 O 2.32679 -6.48853 0.72531  0.00
97 C 1.63300 -5.23224 1.01657  0.00
98 H 5.71300 -9.68980 -0.45605  0.00
99 H 4.65635 -10.15715 0.78188  0.00
100 H 6.36508 -10.01880 1.09083  0.00
101 H 6.18444 -7.53200 0.87062  0.00
102 H 5.35659 -8.19521 2.28083  0.00
103 H 2.09495 -4.63509 1.80277  0.00
104 H 0.56031 -5.24752 1.20947  0.00
105 H 1.75388 -4.63659 0.11176  0.00
106 C 1.41969 5.01484 -0.09395  0.00
107 C 2.28008 6.16659 0.58203  0.00
108 O 3.21872 6.53630 -0.38550  0.00
109 C 4.18228 7.32279 0.07738  0.00
110 O 4.25671 7.88070 1.15824  0.00
111 O 5.10064 7.28635 -0.83687  0.00
112 C 6.16116 8.18641 -0.79839  0.00
113 H 1.23469 5.40911 -1.09316  0.00
114 H 0.39437 4.78287 0.19415  0.00
115 H 1.96364 4.07112 -0.05383  0.00
116 H 2.61092 5.86955 1.57723  0.00
117 H 1.69327 7.07771 0.69867  0.00
118 H 5.92402 9.22481 -1.02988  0.00
119 H 6.83167 7.91651 -1.61427  0.00
120 H 6.80260 8.17860 0.08286  0.00
121 C -1.84468 1.89741 1.11779  0.00
122 C -0.97880 0.92336 1.94568  0.00
123 O -0.54934 -0.17079 1.17100  0.00
124 C 0.54139 -0.30668 0.54297  0.00
125 O 1.37456 0.53708 0.39504  0.00
126 O 0.54330 -1.53177 0.01774  0.00
127 C 1.63138 -2.01646 -0.79060  0.00
128 H -2.72998 1.35292 0.78936  0.00
129 H -1.35704 2.39470 0.27933  0.00
130 H -2.18601 2.74118 1.71750  0.00
131 H -1.51479 0.66713 2.85955  0.00
132 H -0.18190 1.59598 2.26290  0.00
133 H 1.40423 -3.01700 -1.15862  0.00
134 H 2.64355 -1.96336 -0.38961  0.00
135 H 1.70163 -1.47477 -1.73386  0.00

Entry from the OMol25 dataset: C27H52Br2GaN6O6 as an isolated structure in a non-equilibrium geometry (the ωB97M-V functional and the def2-TZVPD basis).

Properties
- frontier orbital gap (eV) = 7.20
- net charge = -1
- E_tot (hartree) = -8912.85215
- ΔE to the lowest compared entry with this formula, charge and spin (kcal per mole) = 0.0

Each line ends with the Löwdin charge.
Element x y z (Å)
1 C 5.24962 1.85865 -0.60155  -0.12
2 C 4.87399 0.85678 -1.69075  -0.23
3 C 3.73244 1.39056 -2.55422  -0.29
4 O 2.91737 0.40643 -3.10243  -0.23
5 C 2.05620 -0.19828 -2.10649  -0.29
6 Ga 0.41726 -1.09649 -2.92113  0.40
7 C 0.04716 -2.74928 -1.71617  -0.70
8 Br -1.71113 -2.92588 -0.89895  0.63
9 C 0.90368 -3.71322 -1.43576  -0.85
10 C 0.74986 -4.90523 -0.55155  -0.19
11 Br 2.63377 -3.64089 -2.26472  0.74
12 C -1.05736 0.31141 -2.77109  -0.22
13 C -0.69334 1.64323 -2.70257  -0.11
14 C -1.65920 2.61739 -2.57611  -0.19
15 N -2.96490 2.38413 -2.48804  0.04
16 C -3.30394 1.09936 -2.56943  -0.20
17 C -2.41812 0.05734 -2.71864  -0.13
18 H 5.58679 2.79273 -1.04972  0.07
19 H 4.40388 2.06322 0.04662  0.06
20 H 6.07684 1.48324 -0.00544  0.06
21 H 5.77544 0.69935 -2.27788  0.10
22 H 4.61840 -0.07398 -1.19547  0.10
23 H 3.15504 2.11489 -1.96872  0.10
24 H 4.18556 1.94518 -3.37810  0.12
25 H 1.68051 0.59613 -1.45725  0.04
26 H 2.63380 -0.86392 -1.46456  0.01
27 H 0.63963 -1.55846 -4.43617  -0.04
28 H 1.17611 -5.78591 -1.01981  0.06
29 H 1.25928 -4.70310 0.38880  0.08
30 H -0.29059 -5.10661 -0.33208  0.02
31 H 0.34356 1.94503 -2.73951  0.09
32 H -1.34621 3.65563 -2.54205  0.10
33 H -4.36301 0.86916 -2.50869  0.09
34 H -2.78282 -0.95400 -2.78225  0.05
35 C -1.90712 1.70583 1.05628  0.00
36 C -0.79817 0.80048 1.52759  -0.54
37 O 0.31903 0.81082 1.02826  0.01
38 N -1.08269 -0.05466 2.54145  0.01
39 C -2.33452 -0.22476 3.26510  -0.06
40 H -1.53654 2.31636 0.24312  0.06
41 H -2.74882 1.11669 0.68964  0.08
42 H -2.24542 2.36034 1.86102  0.09
43 H -0.30240 -0.63764 2.79745  0.13
44 H -2.16689 -0.04132 4.32795  0.05
45 H -2.68196 -1.25327 3.14138  0.08
46 H -3.09668 0.45426 2.89630  0.08
47 C 0.95405 4.05207 0.48532  0.00
48 C 0.58158 5.21949 1.36551  -0.54
49 O -0.53356 5.71435 1.37027  0.03
50 N 1.55427 5.72234 2.18227  0.00
51 C 2.92572 5.27640 2.32054  -0.08
52 H 0.08983 3.76249 -0.10216  0.06
53 H 1.75987 4.33093 -0.19543  0.09
54 H 1.26131 3.19474 1.08553  0.08
55 H 1.24397 6.49801 2.74429  0.13
56 H 3.11546 4.96921 3.35158  0.08
57 H 3.60951 6.09197 2.07363  0.08
58 H 3.12819 4.43943 1.66384  0.07
59 C -5.43879 2.71631 -0.35573  -0.02
60 C -5.96037 3.01556 1.02781  -0.54
61 O -5.26525 2.93198 2.02614  0.03
62 N -7.26922 3.39208 1.13657  0.00
63 C -8.24553 3.54718 0.07799  -0.09
64 H -4.39464 2.43609 -0.28992  0.04
65 H -5.99425 1.88873 -0.79972  0.08
66 H -5.51602 3.59459 -0.99637  0.09
67 H -7.55639 3.57708 2.08386  0.13
68 H -8.61850 4.57381 0.06188  0.08
69 H -9.09136 2.87736 0.24939  0.08
70 H -7.80757 3.31872 -0.88716  0.07
71 C 2.67512 -7.92356 -6.25913  -0.02
72 C 2.68110 -7.03606 -5.03163  -0.56
73 O 1.90387 -7.21619 -4.11101  0.03
74 N 3.59523 -6.03126 -5.00063  0.01
75 C 4.58565 -5.69565 -6.00245  -0.08
76 H 1.89866 -8.67197 -6.13609  0.08
77 H 2.46139 -7.34038 -7.15571  0.08
78 H 3.63514 -8.42871 -6.37542  0.08
79 H 3.55924 -5.45857 -4.16904  0.06
80 H 5.58650 -5.75294 -5.56877  0.08
81 H 4.42252 -4.67547 -6.35508  0.09
82 H 4.53124 -6.37251 -6.84847  0.07
83 C 0.15528 0.06918 6.76305  -0.01
84 C -1.05578 -0.83236 6.81891  -0.55
85 O -2.15500 -0.45871 6.44672  0.02
86 N -0.87938 -2.09358 7.29789  0.01
87 C 0.34234 -2.71053 7.77657  -0.08
88 H -0.14942 1.02898 6.35807  0.09
89 H 0.56718 0.22344 7.76125  0.08
90 H 0.92317 -0.35552 6.11524  0.09
91 H -1.72513 -2.64100 7.30459  0.14
92 H 0.57174 -3.59302 7.17696  0.08
93 H 0.21809 -3.02283 8.81533  0.08
94 H 1.17555 -2.01944 7.71524  0.07

Entry from the OMol25 dataset: a 10-piece molecular cluster, H20O9S2 overall in a non-equilibrium geometry (the ωB97M-V functional and the def2-TZVPD basis).

Properties
- frontier orbital gap (eV) = 9.28
- net charge = 0
- E_tot (hartree) = -1485.54035
- ΔE to the lowest compared entry with this formula, charge and spin (kcal per mole) = 0.0

Each line ends with the Löwdin charge.
Element x y z (Å)
1 S -3.52878 0.11361 0.03232  0.26
2 S -3.55722 0.72370 2.05199  0.25
3 H -2.87153 -1.00375 0.35656  -0.24
4 H -2.30946 1.17383 2.24916  -0.22
5 H 3.24268 1.00986 -1.58582  0.04
6 H 2.12149 -0.06284 -1.29107  0.00
7 O 3.01202 0.22553 -1.09538  -0.04
8 H -0.46037 2.93337 -1.46019  0.00
9 H -0.25451 2.96192 -2.96091  0.04
10 O -0.79825 2.54799 -2.30233  -0.07
11 H 0.33372 0.59497 1.87866  0.02
12 H 1.14655 0.66294 0.62964  0.01
13 O 0.44198 1.14241 1.07724  -0.07
14 H -0.71243 -3.85755 1.00638  0.05
15 H -0.13434 -2.61438 0.27139  0.01
16 O -0.27070 -3.01706 1.13934  -0.06
17 H 0.05415 0.17941 -3.10643  0.06
18 H -0.61380 0.74773 -1.89254  0.03
19 O 0.01455 0.04693 -2.15477  -0.07
20 H -0.88028 -1.48990 -1.68631  0.00
21 H -1.58064 -2.88966 -1.99784  0.05
22 O -1.02149 -2.40744 -1.40113  -0.06
23 H 2.95167 -1.20312 0.69797  0.03
24 H 2.41647 -2.30509 1.58557  0.06
25 O 2.34767 -1.35414 1.43802  -0.05
26 H -0.70451 -1.45157 2.22819  0.01
27 H 0.74045 -1.23353 2.68863  0.01
28 O -0.16890 -0.95977 2.85577  -0.07
29 H 0.00202 4.29396 0.36379  0.07
30 H 0.71770 2.95246 0.52143  0.03
31 O 0.32408 3.53920 -0.13734  -0.05

Entry from the OMol25 dataset: one molecule with the formula C4H6N2O3 in a non-equilibrium geometry (the ωB97M-V functional and the def2-TZVPD basis).

Properties
- frontier orbital gap (eV) = 9.26
- net charge = 0
- E_tot (hartree) = -491.13873
- ΔE to the lowest compared entry with this formula, charge and spin (kcal per mole) = 101.8

Each line ends with the Löwdin charge.
Element x y z (Å)
1 C 0.84747 0.78400 -0.90860  -0.01
2 C -2.29307 -0.21535 0.77693  -0.03
3 C -0.53281 0.93372 -0.30108  -0.49
4 C 1.81910 0.11827 0.02689  -0.50
5 O -0.98333 -0.24426 0.17861  -0.05
6 N 2.53393 -1.19465 -0.71502  0.16
7 N 1.66106 -1.57949 0.06723  0.05
8 O -1.16128 1.96473 -0.28308  0.12
9 O 2.35185 0.63657 0.97817  0.07
10 H 1.62504 -2.57096 0.38057  0.13
11 H 0.75136 0.24537 -1.85216  0.13
12 H 1.22405 1.78305 -1.13003  0.14
13 H -2.34872 0.55340 1.54883  0.10
14 H -2.44453 -1.19976 1.21493  0.09
15 H -3.05013 -0.01464 0.01783  0.10